(1)
Entry from OMol25: a 2-piece molecular cluster, Br2H4Si2 overall in a non-equilibrium geometry (wB97M-V/def2-TZVPD).

## Properties
Relative energy (zero: lowest compared OMol25 entry of this formula, charge and spin), kcal/mol: 90.51
Kohn-Sham gap, eV: 6.12
HOMO level, eV: -8.58

Last column: Mulliken charge in e.
Positions of all 8 atoms, in Å:
1 Si -0.17864 1.13180 0.64148  0.37
2 Si -0.48115 -0.93065 -0.52191  0.44
3 Br -1.16308 -0.74864 -2.63469  -0.12
4 Br 2.79020 -2.04235 0.36097  -0.58
5 H -1.21276 1.24408 1.53642  -0.07
6 H 1.20886 0.97130 0.80575  -0.03
7 H -0.25605 2.63132 -0.10809  -0.03
8 H -0.70738 -2.25686 -0.07993  0.01

(2)
Entry from OMol25: Br2IOP as an isolated structure in a non-equilibrium geometry (wB97M-V/def2-TZVPD).

## Properties
Relative energy (zero: lowest compared OMol25 entry of this formula, charge and spin), kcal/mol: 26.34
Kohn-Sham gap, eV: 7.85
HOMO level, eV: -9.91

Last column: Mulliken charge in e.
Positions of all 5 atoms, in Å:
1 O 0.16558 -0.81138 -1.05798  -0.35
2 P -0.25005 0.31479 -0.25983  0.43
3 Br -0.36610 2.22046 3.47403  -0.07
4 Br 1.63441 1.49071 0.18842  -0.17
5 I -0.51396 -0.19480 2.99869  0.17

(3)
Entry from OMol25: Br2Mn as an isolated structure in a non-equilibrium geometry (wB97M-V/def2-TZVPD).

## Properties
Relative energy (zero: lowest compared OMol25 entry of this formula, charge and spin), kcal/mol: 179.48
Multiplicity: 6
Kohn-Sham gap (alpha / beta), eV: 4.82 / 3.39
HOMO level (alpha / beta), eV: -7.73 / -7.74

Last column: Mulliken charge in e.
Positions of all 3 atoms, in Å:
1 Mn -0.73088 1.65343 0.65177  0.74
2 Br 1.51578 -0.98458 2.56198  -0.75
3 Br -0.78489 -0.66884 -3.21376  0.00